Density functional theory data (ωB97M-V with the def2-TZVPD basis set) for a molecular structure, C48H63AsMgN4OP2SSe2Si2.

Last column: Löwdin charge in e.
Cartesian coordinates (Å):
Mg (0.435026, -0.937757, -1.160314)  0.417
Se (-5.465916, -2.147036, 2.369733)  0.242
P (-4.290429, -0.400603, 2.529317)  0.514
C (-3.391907, -0.388346, 4.114628)  -0.345
C (-2.007816, -0.540152, 4.135128)  -0.062
C (-1.336706, -0.667661, 5.345994)  -0.072
C (-2.041665, -0.633602, 6.538860)  -0.095
C (-3.425447, -0.492498, 6.523789)  -0.091
C (-4.099623, -0.386709, 5.316611)  -0.118
C (-5.420262, 1.028494, 2.498233)  -0.349
C (-6.269343, 1.107254, 1.393207)  -0.118
C (-7.254239, 2.078120, 1.332905)  -0.087
C (-7.407003, 2.983272, 2.376867)  -0.096
C (-6.569964, 2.910365, 3.476316)  -0.083
C (-5.580216, 1.932060, 3.538832)  -0.105
C (-3.008866, -0.194848, 1.285036)  -0.429
C (-2.092419, 0.783158, 0.828649)  -0.407
N (-1.247798, 0.115031, 0.018253)  -0.074
N (-1.641406, -1.149902, -0.065699)  -0.087
N (-2.690850, -1.367507, 0.686241)  0.018
P (-1.631223, 2.506999, 1.109367)  0.530
Se (-0.071601, 3.170629, -0.130633)  0.351
C (-1.246750, 2.667515, 2.884004)  -0.337
C (-2.242988, 2.876124, 3.829863)  -0.102
C (-1.928315, 2.945208, 5.181603)  -0.084
C (-0.611674, 2.793631, 5.590404)  -0.099
C (0.387151, 2.587276, 4.649112)  -0.077
C (0.073993, 2.535078, 3.296260)  -0.093
C (-3.094626, 3.539150, 0.820955)  -0.363
C (-3.189798, 4.795476, 1.416575)  -0.097
C (-4.174933, 5.684453, 1.012177)  -0.087
C (-5.057708, 5.330364, -0.002030)  -0.098
C (-4.961547, 4.082830, -0.598299)  -0.086
C (-3.985198, 3.184988, -0.184963)  -0.083
H (-1.449594, -0.569369, 3.207569)  0.095
H (-0.260043, -0.791670, 5.346229)  0.098
H (-1.516230, -0.727011, 7.482672)  0.097
H (-3.981863, -0.489308, 7.454512)  0.096
H (-5.182130, -0.339343, 5.299143)  0.101
H (-6.165879, 0.380061, 0.596738)  0.099
H (-7.909610, 2.126493, 0.471312)  0.103
H (-8.174170, 3.747188, 2.328372)  0.097
H (-6.682614, 3.613527, 4.293305)  0.098
H (-4.948422, 1.869229, 4.414151)  0.083
H (-3.264959, 3.003245, 3.499345)  0.079
H (-2.712758, 3.097485, 5.914425)  0.102
H (-0.366414, 2.825049, 6.646538)  0.099
H (1.416613, 2.469617, 4.966395)  0.102
H (0.843101, 2.390923, 2.546959)  0.061
H (-2.475512, 5.081927, 2.179374)  0.107
H (-4.244661, 6.660512, 1.477868)  0.096
H (-5.818569, 6.030514, -0.327863)  0.095
H (-5.648324, 3.803610, -1.388835)  0.104
H (-3.898468, 2.212453, -0.657166)  0.114
C (1.961608, -1.765591, 3.059442)  -0.110
C (1.582181, -0.918999, 1.835131)  -0.532
C (2.586221, 0.224875, 1.708527)  -0.108
C (1.492239, -1.743217, 0.536246)  -0.242
H (1.888109, -1.195277, 4.001461)  0.052
H (2.996024, -2.117585, 2.959304)  0.069
H (1.316763, -2.645933, 3.135995)  0.070
H (0.595226, -0.481916, 2.048395)  0.089
H (3.555546, -0.182964, 1.397879)  0.054
H (2.740750, 0.743097, 2.666243)  0.068
H (2.267756, 0.958043, 0.964949)  0.052
H (0.844256, -2.613025, 0.727059)  0.026
H (2.491941, -2.160322, 0.335386)  0.016
S (-0.707186, -3.212478, -2.616191)  0.443
C (-1.784521, -4.581743, -2.508257)  -0.719
C (-3.178598, -4.432505, -2.357642)  -0.139
C (-4.030593, -5.528859, -2.325019)  -0.133
C (-3.535239, -6.825717, -2.442360)  -0.157
C (-2.161879, -6.996879, -2.588485)  -0.141
C (-1.305354, -5.903337, -2.617199)  -0.147
H (-3.571945, -3.427533, -2.256554)  0.086
H (-5.099090, -5.371018, -2.199988)  0.085
H (-4.202745, -7.679760, -2.414791)  0.072
H (-1.750987, -7.999102, -2.676697)  0.081
H (-0.237364, -6.047966, -2.731524)  0.083
O (2.373100, 1.448951, -1.605054)  -0.081
C (3.543373, 1.187978, -1.334932)  -0.528
C (4.490660, 2.326662, -0.985082)  -0.091
C (5.491870, 2.029596, 0.135149)  -0.192
C (6.763577, 1.321948, -0.337624)  -0.210
C (6.475335, 0.199333, -1.336367)  -0.184
C (5.273970, -0.651215, -0.937896)  -0.179
N (3.993622, -0.089100, -1.331302)  0.099
H (3.830160, 3.142334, -0.696770)  0.116
H (5.007953, 2.645260, -1.896630)  0.111
H (4.992112, 1.423589, 0.896529)  0.092
H (5.768185, 2.965825, 0.624451)  0.104
H (7.286664, 0.915065, 0.534155)  0.103
H (7.438528, 2.048734, -0.801393)  0.103
H (7.356584, -0.439762, -1.438872)  0.108
H (6.275955, 0.616074, -2.326613)  0.092
H (5.298535, -0.844868, 0.142687)  0.110
H (5.335864, -1.621241, -1.428730)  0.101
H (3.276958, -0.748670, -1.612661)  0.052
C (2.115018, -4.138238, -5.247148)  -0.249
Si (2.755781, -2.936635, -3.944555)  0.125
C (2.942872, -3.875957, -2.321944)  -0.245
C (4.568301, -2.647183, -4.453688)  -0.244
As (1.438177, -1.039052, -3.823604)  0.656
Si (2.763461, 0.450503, -4.981769)  0.142
C (1.869033, 2.112234, -5.036802)  -0.251
C (4.559956, 0.949297, -4.609704)  -0.220
C (2.853123, -0.143527, -6.780826)  -0.260
H (2.578504, -5.131281, -5.171079)  0.015
H (2.308392, -3.738545, -6.251549)  0.011
H (1.031505, -4.244447, -5.124167)  0.004
H (3.275265, -4.903244, -2.522049)  0.020
H (1.985968, -3.916691, -1.794499)  -0.018
H (3.681837, -3.402369, -1.661450)  0.002
H (5.105946, -3.605245, -4.426378)  0.021
H (5.081859, -1.948107, -3.782098)  -0.010
H (4.640147, -2.245216, -5.472021)  0.001
H (1.752750, 2.514996, -4.022665)  0.011
H (0.864638, 1.986608, -5.458685)  0.018
H (2.416410, 2.842055, -5.648809)  0.016
H (4.608196, 1.637480, -3.758952)  -0.004
H (4.967523, 1.467755, -5.487458)  0.022
H (5.198392, 0.087962, -4.395505)  -0.005
H (1.856951, -0.456822, -7.106606)  0.013
H (3.514279, -1.014206, -6.872208)  -0.002
H (3.222164, 0.641111, -7.456163)  0.013

Atomic forces in eV per Å
-0.13 -0.54 -0.30
0.04 0.07 0.00
0.02 -0.13 0.14
0.03 0.05 -0.02
0.00 0.06 0.05
0.00 0.03 -0.04
-0.01 0.02 -0.02
-0.02 0.00 -0.03
0.04 -0.04 0.05
0.04 0.05 -0.06
-0.05 0.09 -0.02
0.06 -0.05 -0.04
0.02 0.04 -0.03
0.09 -0.03 0.03
-0.07 0.10 0.04
-0.16 -0.03 -0.22
0.22 -0.31 0.21
-0.19 -0.19 -0.50
-0.02 0.44 0.43
0.22 0.28 -0.07
0.05 0.10 -0.05
0.03 -0.08 0.11
-0.08 -0.06 -0.01
-0.04 0.05 0.11
-0.06 -0.03 -0.09
-0.02 -0.03 0.05
0.03 0.01 -0.12
0.06 -0.09 0.08
-0.05 -0.03 0.04
-0.09 0.05 -0.05
0.05 -0.06 0.02
0.00 0.01 0.04
-0.01 -0.08 0.02
-0.08 -0.01 -0.02
0.01 -0.01 0.01
-0.04 0.00 -0.02
-0.02 0.00 -0.02
0.01 0.00 -0.03
0.01 0.00 0.01
-0.01 0.00 -0.01
0.03 0.00 0.01
0.01 -0.02 0.00
0.01 -0.02 -0.01
0.03 0.02 0.00
-0.03 -0.03 0.06
0.01 0.00 -0.03
0.00 0.01 -0.05
-0.02 -0.01 -0.03
0.04 -0.02 0.01
-0.02 0.03 -0.02
0.01 -0.02 -0.01
0.02 -0.02 0.01
0.03 0.00 0.02
-0.01 0.03 0.00
-0.05 -0.02 0.05
0.00 -0.17 -0.03
-0.04 0.03 0.09
0.12 0.28 0.22
0.04 -0.06 -0.14
-0.06 -0.01 0.01
0.03 0.06 0.02
0.00 0.06 -0.04
-0.07 0.02 0.02
-0.03 -0.02 -0.05
-0.02 0.00 -0.03
0.04 0.01 -0.05
0.01 0.00 -0.04
0.15 -0.04 -0.33
-0.10 -0.04 0.24
0.05 -0.10 0.03
0.06 0.06 -0.01
0.03 0.10 -0.01
0.05 0.09 0.01
-0.13 0.01 0.00
-0.01 -0.04 0.01
0.07 0.02 0.00
0.01 0.01 0.00
0.01 0.04 0.00
0.00 -0.01 0.00
0.34 -0.07 0.09
-0.15 -0.08 0.07
0.10 -0.02 0.10
0.00 -0.04 -0.04
-0.06 0.00 -0.05
-0.03 0.08 -0.02
-0.06 0.12 -0.04
0.01 0.19 0.01
-0.02 0.02 -0.01
0.01 -0.01 0.02
0.02 0.05 -0.02
-0.01 0.03 0.03
0.01 0.01 -0.02
0.01 0.00 0.01
-0.02 -0.01 0.03
0.03 -0.03 0.01
0.00 -0.03 0.03
-0.01 -0.04 -0.03
-0.13 -0.07 -0.08
-0.19 -0.07 -0.12
0.14 -0.16 -0.04
-0.10 0.00 0.19
0.11 0.15 -0.12
0.05 0.04 0.28
-0.14 0.23 -0.13
-0.20 0.09 0.08
0.14 -0.08 0.21
0.03 -0.13 -0.11
-0.01 0.12 0.00
-0.04 -0.04 0.11
0.12 -0.02 0.00
0.00 0.09 0.02
0.07 -0.04 -0.02
-0.08 -0.03 -0.07
-0.07 0.08 -0.01
-0.07 -0.13 -0.06
0.07 -0.06 0.16
0.04 -0.06 -0.14
0.11 0.04 0.04
-0.05 -0.08 0.05
-0.01 -0.09 -0.12
-0.05 -0.02 0.06
-0.03 0.12 -0.04
0.07 0.05 -0.01
-0.09 0.11 -0.04
-0.02 -0.07 0.09

Energy above the lowest of the compared OMol25 structures with the same formula, charge and spin, kcal per mole: 42.4
Gap between HOMO and LUMO, eV: 4.7
Charge: -2
Highest occupied orbital energy, eV: -1.160
E, eV: -300957.0396


Density functional theory data (ωB97M-V with the def2-TZVPD basis set) for a molecular structure, C45H46Cl3NO6P2S2Sc at a distorted geometry.

Last column: Löwdin charge in e.
Cartesian coordinates (Å):
Sc (0.229094, -2.087486, 0.014442)  0.913
O (1.434132, -1.267131, 3.770823)  0.116
C (1.362262, -1.500148, 2.593980)  -0.550
O (0.284812, -1.866234, 1.933975)  -0.152
C (2.605924, -1.421349, 1.723684)  -0.162
C (3.828025, -1.056116, 2.308573)  0.035
C (4.945797, -1.078724, 1.534459)  0.032
C (4.862875, -1.520830, 0.192533)  -0.137
C (6.001234, -1.630720, -0.645521)  -0.016
C (5.880815, -2.100033, -1.918720)  -0.059
C (4.610649, -2.484179, -2.414722)  -0.053
C (3.496070, -2.374310, -1.637093)  -0.013
C (3.600246, -1.879079, -0.314027)  -0.194
N (2.474874, -1.763708, 0.457923)  0.094
H (3.833258, -0.772134, 3.351395)  0.131
H (5.909058, -0.787331, 1.938705)  0.129
H (6.969773, -1.348243, -0.249462)  0.122
H (6.755518, -2.196931, -2.549061)  0.112
H (4.532680, -2.880753, -3.420841)  0.109
H (2.525891, -2.685563, -1.995935)  0.083
C (0.921926, -3.688309, -4.210148)  -0.098
C (0.949141, -2.191499, -4.496310)  -0.366
S (-0.048701, -1.186631, -3.413953)  1.039
O (0.274135, -1.664646, -2.001688)  -0.591
C (-1.655618, -1.927315, -3.684351)  -0.358
C (-2.761763, -0.998161, -3.197900)  -0.118
H (1.807902, -4.158349, -4.637700)  0.089
H (0.044016, -4.167204, -4.640376)  0.085
H (0.915358, -3.889893, -3.135785)  0.058
H (0.574084, -1.926599, -5.488861)  0.102
H (1.949955, -1.762957, -4.401453)  0.082
H (-1.615309, -2.857817, -3.109855)  0.083
H (-1.730925, -2.163857, -4.747203)  0.106
H (-2.675880, -0.815546, -2.121769)  0.063
H (-3.733944, -1.456504, -3.386082)  0.084
H (-2.734642, -0.038076, -3.715913)  0.081
C (1.022200, 2.390743, 0.936861)  -0.525
P (0.212476, 0.956692, 0.122401)  1.050
C (0.690353, 1.415991, -1.597939)  -0.382
C (1.927939, 0.889990, -1.979314)  -0.145
C (2.488849, 1.179367, -3.215596)  -0.081
C (1.815531, 2.008770, -4.105723)  -0.078
C (0.599044, 2.560433, -3.733788)  -0.074
C (0.047188, 2.275301, -2.488388)  -0.082
C (-1.561233, 1.235041, 0.495380)  -0.351
C (-1.956552, 0.595808, 1.675688)  -0.138
C (-3.251495, 0.726682, 2.157998)  -0.103
C (-4.187118, 1.473733, 1.456951)  -0.074
C (-3.811473, 2.109900, 0.282106)  -0.065
C (-2.507894, 2.002205, -0.186685)  -0.070
P (0.817806, 2.629110, 2.743899)  1.039
C (-0.813432, 3.481393, 2.815980)  -0.391
C (-1.751906, 3.013416, 3.729839)  -0.125
C (-2.965721, 3.674151, 3.903937)  -0.087
C (-3.250160, 4.805266, 3.155486)  -0.081
C (-2.316473, 5.283656, 2.237205)  -0.077
C (-1.105929, 4.629338, 2.076531)  -0.089
C (1.935126, 4.075225, 2.970397)  -0.385
C (2.732622, 4.662616, 1.993095)  -0.101
C (3.499553, 5.788462, 2.285798)  -0.083
C (3.481537, 6.333746, 3.558963)  -0.084
C (2.703984, 5.741180, 4.549275)  -0.077
C (1.944893, 4.621785, 4.256479)  -0.108
H (0.751155, 3.286125, 0.373686)  0.056
H (2.091909, 2.212898, 0.784741)  0.048
H (2.464164, 0.240433, -1.295682)  0.084
H (3.455351, 0.762883, -3.476492)  0.111
H (2.245816, 2.238512, -5.073314)  0.110
H (0.079979, 3.233334, -4.406270)  0.110
H (-0.876211, 2.756095, -2.227498)  0.078
H (-1.245444, -0.008468, 2.230439)  0.095
H (-3.522511, 0.255947, 3.095874)  0.116
H (-5.198938, 1.575138, 1.830808)  0.112
H (-4.527475, 2.714367, -0.261860)  0.110
H (-2.255095, 2.534607, -1.083080)  0.075
H (-1.525878, 2.130755, 4.319643)  0.103
H (-3.681954, 3.306158, 4.628688)  0.107
H (-4.193142, 5.321162, 3.287944)  0.105
H (-2.527260, 6.178714, 1.664468)  0.104
H (-0.368713, 5.035983, 1.390595)  0.105
H (2.775612, 4.258787, 0.990202)  0.087
H (4.109194, 6.237302, 1.510772)  0.104
H (4.071224, 7.213533, 3.783065)  0.105
H (2.694581, 6.150722, 5.552082)  0.107
H (1.341268, 4.167282, 5.035686)  0.104
Cl (0.062846, -6.341499, 1.923803)  0.649
C (-0.024025, -6.270349, 0.163128)  -1.504
Cl (-1.509383, -7.054448, -0.384034)  0.632
Cl (1.378581, -7.084260, -0.561582)  0.636
C (0.047268, -4.786691, -0.300593)  -0.816
O (-0.748606, -4.374418, -1.147219)  -0.078
O (0.933091, -4.056138, 0.249209)  -0.101
O (-1.842425, -2.171703, 0.089703)  -0.567
S (-2.643119, -3.405940, 0.588316)  1.070
C (-3.707018, -3.838648, -0.814274)  -0.275
C (-5.151834, -3.558304, -0.398190)  -0.205
C (-5.089671, -2.346872, 0.531691)  -0.214
C (-4.000756, -2.702853, 1.533187)  -0.288
H (-3.485560, -4.862466, -1.105055)  0.077
H (-3.363958, -3.158897, -1.595886)  0.074
H (-5.560064, -4.417583, 0.138328)  0.120
H (-5.778299, -3.387541, -1.273054)  0.121
H (-6.038931, -2.138333, 1.024799)  0.124
H (-4.794362, -1.450757, -0.021275)  0.113
H (-4.314423, -3.491978, 2.221933)  0.109
H (-3.589405, -1.868176, 2.099919)  0.077

Atomic forces in eV per Å
0.17 -0.28 -0.70
-0.05 0.04 0.11
-0.30 -0.10 -0.17
0.38 0.39 1.08
0.03 -0.06 -0.01
0.01 0.06 0.10
0.17 -0.01 -0.07
0.16 0.06 0.03
0.02 0.01 0.07
-0.08 -0.04 -0.09
0.14 0.02 -0.03
-0.04 0.06 0.12
-0.17 0.05 -0.06
0.11 -0.03 0.16
-0.01 -0.01 -0.02
-0.03 -0.02 -0.03
-0.04 -0.01 0.00
-0.04 0.01 0.01
0.00 0.00 0.05
-0.02 0.00 -0.02
0.00 0.02 0.06
0.18 -0.17 -0.05
-0.21 0.18 0.23
0.28 0.20 -0.10
-0.15 -0.16 0.03
0.04 0.00 0.08
-0.05 0.01 -0.02
-0.01 0.01 0.00
0.01 0.04 -0.09
0.12 -0.06 -0.05
-0.02 -0.03 0.01
-0.04 -0.02 -0.11
-0.09 0.08 -0.01
0.03 -0.01 -0.09
0.01 0.02 0.00
-0.01 -0.04 0.00
0.28 -0.08 -0.16
-0.32 0.09 -0.35
-0.07 0.14 0.01
0.05 0.01 -0.04
-0.03 0.00 0.04
0.01 -0.03 0.02
-0.01 -0.03 0.03
0.17 -0.07 -0.05
-0.11 -0.07 -0.04
-0.12 -0.07 -0.09
0.02 -0.01 -0.13
0.03 -0.06 0.00
0.08 -0.02 0.04
-0.02 -0.13 0.16
-0.09 -0.10 0.20
0.09 0.17 0.12
-0.01 0.17 0.10
0.12 0.02 -0.04
0.08 -0.01 -0.06
-0.04 -0.06 0.07
-0.01 0.01 0.02
-0.14 0.02 0.08
0.05 0.06 0.02
-0.03 -0.08 0.01
-0.04 -0.03 0.02
0.05 0.03 -0.03
-0.01 0.01 0.01
0.00 0.04 -0.04
0.02 0.05 -0.06
-0.03 0.01 -0.04
-0.03 0.01 0.01
-0.01 -0.01 0.05
0.01 -0.04 0.03
-0.14 0.06 0.04
0.01 0.01 -0.02
0.00 0.02 0.00
0.03 0.01 0.00
0.03 -0.03 0.01
0.05 0.08 -0.14
0.00 0.04 -0.02
0.01 0.00 -0.02
0.03 0.01 0.01
0.00 -0.03 0.01
-0.01 -0.02 0.02
-0.04 0.02 -0.02
-0.02 -0.02 0.02
0.00 -0.03 0.00
-0.01 0.00 -0.04
0.01 0.01 -0.02
0.00 0.01 -0.03
0.23 0.08 0.02
0.03 0.07 -0.01
-0.03 0.02 0.02
0.02 0.08 -0.09
0.05 -0.15 -0.12
-0.31 -0.45 -0.15
-0.56 -0.29 0.19
0.28 0.38 -0.02
-0.08 0.01 -0.04
0.05 0.05 0.00
0.05 -0.04 -0.04
-0.02 0.12 0.12
-0.01 0.00 -0.01
-0.03 -0.07 0.02
-0.02 0.01 -0.02
0.01 0.00 -0.01
0.02 -0.04 0.01
-0.02 0.00 0.01
-0.02 0.04 -0.01
-0.02 -0.08 -0.01

Energy above the lowest of the compared OMol25 structures with the same formula, charge and spin, kcal per mole: 17.3
Gap between HOMO and LUMO, eV: 7.6
Charge: +1
Highest occupied orbital energy, eV: -10.255
E, eV: -159704.0324